Here is a 7-piece molecular cluster, C45H39BrCl2N3O24 overall from the OMol25 dataset. Energies are from ωB97M-V with the def2-TZVPD basis set.

Properties
LUMO level: -3.7 eV
Gap between HOMO and LUMO: 7.4 eV
ΔE to the lowest compared entry with this formula, charge and spin: 0.00 kcal/mol
Max |F|: 0.0182 hartree/bohr
E: -7202.37118 a.u.
Charge: +1

```
114
C45H39BrCl2N3O24, DFT ωB97M-V with the def2-TZVPD basis set
C -1.80543 -0.55821 0.47918
C -1.20747 -0.35737 -0.87685
Cl -1.41234 -1.67023 -1.96825
C -0.59798 0.77414 -1.26143
Cl 0.03816 1.03002 -2.85990
N -0.44106 1.86950 -0.35568
C 0.95396 2.21121 0.05708
C 0.72242 3.65029 0.52446
N -0.11898 4.17097 -0.59880
C -1.01327 3.08714 -0.69544
N -2.26903 3.29679 -0.95157
C -3.35787 2.30758 -0.97022
C -4.43614 2.65729 -2.01486
C -4.57023 1.59332 -3.11779
Br -3.66224 2.11692 -4.75134
H -1.65328 0.30220 1.13868
H -1.39075 -1.44313 0.97549
H -2.88403 -0.71275 0.39667
H 1.57829 2.23756 -0.84427
H 1.37688 1.51926 0.78542
H 0.02073 3.58899 1.36683
H 1.58790 4.25784 0.77374
H 0.42979 4.20914 -1.46158
H -2.49944 4.26610 -1.14156
H -2.93960 1.32487 -1.17238
H -3.79356 2.27319 0.03592
H -4.21694 3.62296 -2.48055
H -5.40381 2.74238 -1.50850
H -4.11134 0.64359 -2.83078
H -5.61354 1.39366 -3.36300
C 4.95597 -1.40045 -1.98893
C 4.13069 -0.35148 -1.96405
C 4.53169 0.98014 -1.38419
O 3.69220 1.87286 -1.41869
C 5.84933 1.13271 -0.81974
C 6.67974 0.08095 -0.84179
C 6.28550 -1.25528 -1.43450
O 7.11787 -2.13873 -1.37443
O 7.91449 0.10477 -0.36276
O 2.87529 -0.38030 -2.41500
H 4.66659 -2.36293 -2.38412
H 6.12670 2.08924 -0.39899
H 8.28356 -0.78980 -0.51740
H 2.50938 0.50680 -2.23767
C 3.17341 -5.63492 2.39455
C 2.92166 -4.76653 1.40718
C 3.86443 -3.63656 1.06374
O 3.53202 -2.91005 0.14152
C 5.07424 -3.47540 1.83863
C 5.33047 -4.34033 2.83071
C 4.39269 -5.48430 3.16327
O 4.72921 -6.20932 4.07978
O 6.40212 -4.28294 3.60500
O 1.83853 -4.80562 0.63857
H 2.50499 -6.44625 2.64584
H 5.73814 -2.66023 1.58743
H 6.33378 -5.03479 4.22764
H 1.93950 -4.07181 0.00089
C -7.37287 -2.02968 3.42748
C -6.53232 -1.65409 2.45873
C -5.21893 -0.96901 2.74300
O -4.54923 -0.65765 1.76709
C -4.84748 -0.70006 4.10786
C -5.68181 -1.07960 5.09087
C -6.99904 -1.77723 4.80820
O -7.66700 -2.08406 5.77377
O -5.44387 -0.88423 6.37355
O -6.76822 -1.83650 1.15742
H -8.31666 -2.51839 3.23040
H -3.90792 -0.19912 4.29910
H -6.20614 -1.25730 6.86108
H -5.97481 -1.50103 0.69364
C 7.49255 0.15219 -6.07136
C 8.28125 0.61431 -7.05460
C 9.48019 1.50060 -6.78023
O 10.12759 1.84686 -7.74933
C 9.77149 1.87394 -5.41190
C 8.98256 1.41216 -4.43245
C 7.79659 0.51285 -4.70867
O 7.15210 0.14302 -3.73836
O 9.16663 1.69578 -3.14892
O 8.09754 0.34763 -8.33551
H 6.63796 -0.48256 -6.25811
H 10.62127 2.51478 -5.22417
H 8.46894 1.23044 -2.65044
H 8.81741 0.80364 -8.81715
C -10.12562 0.62537 -1.85290
C -9.06879 0.45528 -1.04537
C -8.09477 1.57556 -0.74203
O -7.15493 1.29982 -0.00781
C -8.30421 2.86824 -1.34291
C -9.36667 3.04339 -2.14771
C -10.35038 1.92592 -2.44555
O -11.27542 2.21120 -3.18058
O -9.65477 4.18074 -2.74997
O -8.76450 -0.68801 -0.45127
H -10.82267 -0.16945 -2.07764
H -7.60212 3.66167 -1.12751
H -10.47533 4.02279 -3.26138
H -7.97545 -0.51767 0.10314
C 1.00499 -0.45995 6.33569
C 0.04225 0.11853 5.60085
C -0.10149 -0.12797 4.11385
O -1.01689 0.44613 3.54507
C 0.83937 -1.00564 3.45948
C 1.80433 -1.58195 4.19066
C 1.94128 -1.34960 5.68285
O 2.85232 -1.93990 6.23191
O 2.71837 -2.39463 3.68545
O -0.86257 0.94989 6.09626
H 1.11266 -0.28831 7.39724
H 0.73810 -1.17078 2.39559
H 3.28852 -2.65464 4.44129
H -1.43732 1.21165 5.35116
```

Mulliken population analysis, charges in e, atoms 1 to 5: number 1, C, carries -0.777; number 2, C, carries 0.713; number 3, Cl, carries -0.211; number 4, C, carries -0.239; number 5, Cl, carries -0.093